Density functional theory data (ωB97M-V/def2-TZVPD) for the molecule C4H5BrN2O2S.

Structure (SMILES): CS(=O)(=O)n1ccnc1Br
2S+1: 1
E_HOMO: -9.4507 eV
Frontier orbital gap: 0.36706 Eh
DFT total energy: -3387.54455 Eh

Each line ends with the Mulliken charge.
Geometry (Å):
C  -1.26459  -1.94138  0.53425  -0.458
C  -0.15321  -1.26144  0.81183  -0.186
C  -1.87590  0.06716  0.18189  0.279
C  1.55478  0.64565  -1.21223  -0.789
N  -2.29759  -1.15227  0.18438  -0.471
N  -0.41618  0.12036  0.50607  0.008
O  0.09964  2.52946  0.14281  -0.609
O  1.73869  1.08518  1.37898  -0.597
S  0.77996  1.25743  0.34646  1.141
Br  -2.73276  1.53732  -0.50584  -0.055
H  -1.28065  -2.92026  0.91868  0.390
H  0.82612  -1.49508  1.17513  0.438
H  2.40365  0.14070  -0.65651  0.311
H  0.80854  0.02050  -1.74468  0.271
H  1.80949  1.36667  -2.06124  0.324

Density functional theory data (ωB97M-V/def2-TZVPD) for a cluster of 2 separate species, C4H13NS2 in total.

Structure (SMILES): CCCN.CSS
2S+1: 1
E_HOMO: -9.1218 eV
Frontier orbital gap: 0.35226 Eh
DFT total energy: -1011.31944 Eh

Each line ends with the Mulliken charge.
Geometry (Å):
C  -0.14681  2.06328  2.23692  -0.641
S  -0.89061  2.64045  0.71658  -0.091
S  0.76968  3.10320  -0.43057  -0.219
H  0.35549  1.10905  2.09534  0.197
H  -0.99220  1.92264  2.91263  0.282
H  0.55066  2.79090  2.64183  0.319
H  0.93537  4.36582  0.02949  0.165
C  0.48905  -1.00026  -0.20632  0.000
C  -0.20873  -1.80870  -1.28872  -0.401
C  -1.71435  -1.86421  -1.11251  -1.156
N  1.95256  -1.05543  -0.37813  -0.691
H  0.24225  -1.44380  0.76299  0.322
H  0.12079  0.03275  -0.20768  -0.170
H  0.26570  -2.79260  -1.29347  0.330
H  0.02003  -1.35580  -2.26188  0.303
H  -2.15807  -0.86930  -1.13671  0.282
H  -1.96056  -2.30333  -0.14312  0.316
H  -2.16767  -2.48505  -1.88368  0.337
H  2.37965  -0.38476  0.24400  0.268
H  2.15778  -0.66482  -1.29701  0.249

Density functional theory data (ωB97M-V/def2-TZVPD) for the ion C24H19F2N2O with charge +1.

Net charge: +1
Structure (SMILES): N#[N+][C@]1(C(c2cccc(F)c2)c2cccc(F)c2)CCCc2ccccc2C1=O
2S+1: 1
E_HOMO: -12.3040 eV
Frontier orbital gap: 0.26752 Eh
DFT total energy: -1310.04726 Eh

Each line ends with the Mulliken charge.
Geometry (Å):
F  4.68468  0.68143  -0.58819  -0.301
C  3.51577  1.16860  -1.14727  0.007
C  3.51548  2.37615  -1.87273  -0.624
C  2.25890  2.90387  -2.26567  -0.724
C  1.09534  2.17065  -1.91747  -0.543
C  1.15053  0.89183  -1.26606  0.352
C  -0.12660  -0.09444  -1.12244  -1.023
C  0.04249  -1.27066  -2.12447  0.199
C  -1.05894  -1.67770  -2.85215  -0.441
C  -1.00891  -2.76685  -3.69925  -0.757
C  0.19425  -3.32033  -4.10755  -0.675
C  1.33252  -2.80118  -3.50360  0.303
F  2.57475  -3.12799  -4.01458  -0.291
C  1.29803  -1.86531  -2.45156  -0.611
C  2.38226  0.41283  -0.82884  -0.231
H  4.44051  2.91596  -2.09724  0.455
H  2.21343  3.89373  -2.77742  0.393
H  0.13527  2.65548  -2.17652  0.400
H  -0.88926  0.56713  -1.53224  0.914
H  -1.96925  -1.09627  -2.79799  0.543
H  -1.92408  -3.24278  -3.99243  0.420
H  0.31560  -4.06888  -4.90551  0.435
H  2.26725  -1.51445  -2.04475  0.431
H  2.40005  -0.58159  -0.30740  0.604
O  -1.56242  1.91127  0.01067  -0.566
C  -1.06351  0.97686  0.67056  0.555
C  -0.67343  1.17742  2.10345  -0.498
C  -1.64190  0.84032  3.08152  0.655
C  -1.50875  1.31243  4.39216  -0.835
C  -0.28542  1.91697  4.77566  -0.406
C  0.80112  1.94618  3.87900  -0.825
C  0.59661  1.58285  2.52642  0.115
C  -2.75126  -0.09467  2.63218  -0.857
C  -2.07202  -1.42670  2.14851  -0.932
C  -0.71601  -1.36718  1.37244  -0.888
C  -0.83346  -0.35510  0.07548  1.954
N  -2.52714  -0.73104  -0.41000  0.722
N  -3.53562  -0.96591  -0.85520  -0.633
H  -2.34279  1.24068  5.12101  0.367
H  -0.15040  2.29173  5.80106  0.379
H  1.80984  2.24803  4.22107  0.404
H  1.39570  1.62247  1.78868  0.476
H  -3.44402  -0.31260  3.47673  0.520
H  -3.33229  0.42451  1.82585  0.288
H  -1.91325  -2.05834  3.04372  0.548
H  -2.81598  -2.00657  1.59624  0.395
H  0.11336  -0.97452  1.98051  0.388
H  -0.38702  -2.40832  1.13562  0.439

Density functional theory data (ωB97M-V/def2-TZVPD) for a structure of composition C33H75AlF4O5PS.

Net charge: -1
2S+1: 1
E_HOMO: -5.7721 eV
Frontier orbital gap: 0.27842 Eh
DFT total energy: -3060.21081 Eh

Each line ends with the Mulliken charge.
Geometry (Å):
C  -7.61018  0.24488  5.00361  -0.651
C  -7.74427  1.52253  5.40412  -0.143
Al  -8.32359  2.97727  4.17702  -0.167
C  -8.53369  2.26399  2.26614  0.590
F  -8.72280  3.20739  1.29678  -0.273
F  -7.44404  1.54007  1.84307  -0.236
F  -9.60002  1.42488  2.13782  -0.258
P  -6.62428  4.64841  4.26142  0.934
O  -7.08702  5.81724  5.02971  -0.673
O  -6.23533  5.13505  2.73879  -0.504
O  -5.24992  4.05145  4.90586  -0.524
S  -10.36696  3.85067  4.91303  0.974
O  -10.26955  4.23785  6.29344  -0.605
O  -11.39634  2.89874  4.58814  -0.601
F  -10.74591  5.19689  4.13008  -0.249
H  -7.80512  -0.56183  5.70592  0.252
H  -7.28877  0.01863  3.99572  0.154
H  -7.53712  1.81427  6.43165  0.366
H  -6.10083  4.33413  2.21934  0.313
H  -5.16345  3.11943  4.68107  0.263
C  -3.76069  1.45420  1.97934  -1.023
C  -4.03134  0.48713  3.12776  0.472
C  -2.91498  0.45429  4.16935  -0.861
C  -1.55795  -0.01679  3.64454  -0.321
C  -1.56217  -1.40618  3.00977  0.106
C  -1.95583  -2.51555  3.98065  -1.393
H  -2.87092  1.17134  1.41321  0.229
H  -4.60154  1.46767  1.28396  0.463
H  -3.61733  2.47191  2.35267  0.198
H  -4.21315  -0.51491  2.72952  0.383
H  -4.95872  0.78589  3.62484  -0.526
H  -3.22773  -0.18230  5.00168  0.368
H  -2.79320  1.45742  4.59095  0.329
H  -0.84413  -0.00810  4.47495  0.493
H  -1.17618  0.70504  2.91543  -0.174
H  -0.55825  -1.61386  2.62766  0.021
H  -2.22838  -1.42385  2.14299  0.276
H  -1.27922  -2.54042  4.83764  0.298
H  -1.91095  -3.48999  3.49128  0.405
H  -2.97227  -2.38393  4.35347  0.318
C  -2.10798  4.45747  -3.27890  -1.202
C  -1.47291  5.28878  -2.16801  -0.431
C  -0.06749  4.82515  -1.78902  -0.805
C  0.01281  3.40135  -1.23677  -0.764
C  -0.84811  3.14172  -0.00190  -0.058
C  -0.45694  3.99284  1.20170  -0.904
H  -2.23620  3.41590  -2.98099  0.278
H  -3.09382  4.84674  -3.53570  0.381
H  -1.49321  4.47999  -4.18162  0.293
H  -2.12358  5.28425  -1.29003  0.231
H  -1.41567  6.32971  -2.49692  0.389
H  0.35054  5.52440  -1.05921  0.294
H  0.57830  4.89191  -2.67104  0.437
H  1.05869  3.18345  -0.99248  0.181
H  -0.26508  2.68915  -2.01919  0.424
H  -0.74856  2.08648  0.27010  0.149
H  -1.90467  3.29881  -0.23377  0.418
H  0.58694  3.81999  1.47419  -0.098
H  -1.07593  3.74042  2.06405  0.330
H  -0.58579  5.05842  1.00761  0.419
C  5.85028  4.89023  4.02820  -1.219
C  5.53325  3.40339  3.89610  -0.358
C  5.88336  2.82600  2.52577  -0.725
C  5.11856  3.44202  1.35326  -0.990
C  3.59749  3.34734  1.45753  -0.200
C  3.07815  1.91343  1.48342  -0.765
H  5.27243  5.49050  3.32419  0.291
H  5.61440  5.24717  5.03150  0.378
H  6.91040  5.07938  3.84628  0.296
H  4.47719  3.23292  4.12089  0.244
H  6.09696  2.85511  4.65557  0.400
H  5.71575  1.74538  2.54426  0.269
H  6.95557  2.95902  2.34846  0.405
H  5.44254  2.94775  0.43166  0.377
H  5.40162  4.49268  1.24361  0.376
H  3.16062  3.86088  0.59639  0.185
H  3.24458  3.88233  2.34340  0.364
H  3.38486  1.37214  0.58513  0.162
H  1.98737  1.90394  1.52342  0.081
H  3.44216  1.36591  2.35432  0.442
C  2.05704  -2.62693  0.82631  -1.047
C  3.40227  -2.54236  0.11168  -0.551
C  3.35538  -1.71777  -1.17262  -0.189
C  2.43318  -2.26344  -2.26351  -1.107
C  2.74572  -3.68883  -2.71532  -0.348
C  4.13195  -3.83977  -3.33545  -0.772
H  1.30202  -3.12252  0.21422  0.280
H  2.15005  -3.19399  1.75371  0.459
H  1.69001  -1.62995  1.07971  0.121
H  3.77355  -3.54999  -0.09603  0.340
H  4.12913  -2.08472  0.78826  0.397
H  4.37115  -1.62274  -1.56771  0.393
H  3.03369  -0.70091  -0.92606  -0.020
H  2.48953  -1.59594  -3.12921  0.452
H  1.39591  -2.21956  -1.92067  0.373
H  1.99548  -3.98729  -3.45260  0.330
H  2.64171  -4.38266  -1.87668  0.228
H  4.24444  -3.18225  -4.20036  0.273
H  4.29154  -4.86514  -3.66980  0.020
H  4.92093  -3.60174  -2.62053  0.354
C  2.70391  -7.07840  -5.03856  -1.211
C  4.05108  -6.99553  -5.75186  -0.436
C  4.00610  -6.17626  -7.04006  -0.584
C  3.07986  -6.72963  -8.12409  -0.742
C  3.38761  -8.15951  -8.56524  -0.369
C  4.77168  -8.31883  -9.18769  -1.195
H  1.95553  -7.57896  -5.65452  0.425
H  2.79666  -7.64280  -4.10953  0.368
H  2.33124  -6.08269  -4.79025  0.170
H  4.42101  -8.00453  -5.95411  0.350
H  4.77944  -6.53649  -5.07918  0.347
H  5.02111  -6.08570  -7.43726  0.330
H  3.68765  -5.15690  -6.79942  0.311
H  3.13559  -6.06983  -8.99567  0.375
H  2.04353  -6.68060  -7.77897  0.313
H  2.63536  -8.46274  -9.29804  0.379
H  3.28426  -8.84563  -7.72037  0.232
H  4.88399  -7.66852  -10.05760  0.293
H  4.93072  -9.34679  -9.51661  0.378
H  5.56415  -8.07663  -8.47820  0.285

We obtain ΔE to the lowest compared entry with this formula, charge and spin values of 140.0, 9.0, 206.5, 59.6 kJ/mol for the records listed above, in that order.